Formula: C42H61N4O2PSr
Source: the OMol25 dataset
Level of theory: ωB97M-V/def2-TZVPD

Maximum force in hartree/bohr: 0.0033
Orbital gap in eV: 7.39
Total charge: +2
Energy in a.u.: -2378.24268
Multiplicity: 1

Cartesian coordinates (Å):
Sr (0.004, 0.044, -0.240)
C (-3.791, 5.274, 2.815)
C (-3.197, 4.311, 1.827)
C (-2.583, 4.716, 0.676)
C (-2.106, 3.778, -0.272)
C (-1.620, 4.117, -1.549)
N (-0.950, 5.184, -1.902)
C (-0.256, 6.138, -1.027)
C (0.589, 5.475, 0.065)
C (1.472, 4.317, -0.435)
N (2.838, 4.452, 0.076)
C (3.618, 3.748, 0.867)
C (3.588, 2.530, 1.578)
C (4.739, 2.379, 2.413)
C (4.943, 1.310, 3.233)
C (6.151, 1.171, 4.117)
C (3.943, 0.325, 3.214)
C (2.820, 0.364, 2.411)
C (1.938, -0.799, 2.552)
N (0.933, -1.131, 1.845)
C (0.224, -2.349, 2.248)
C (-1.143, -2.067, 2.875)
C (-2.273, -1.682, 1.920)
N (-2.071, -0.373, 1.298)
C (-2.861, 0.560, 1.647)
C (-2.784, 1.959, 1.202)
C (-3.278, 2.918, 2.057)
C (-2.188, 2.366, -0.041)
O (-1.697, 1.556, -0.894)
C (2.591, 1.486, 1.533)
O (1.583, 1.549, 0.764)
H (-3.610, 6.306, 2.517)
H (-3.368, 5.131, 3.810)
H (-4.870, 5.135, 2.895)
H (-2.534, 5.775, 0.452)
H (-1.793, 3.398, -2.345)
H (-0.766, 5.281, -2.890)
H (-0.964, 6.840, -0.589)
H (0.387, 6.716, -1.690)
H (-0.034, 5.130, 0.889)
H (1.215, 6.271, 0.474)
H (1.549, 4.332, -1.525)
H (1.093, 3.347, -0.132)
H (3.274, 5.312, -0.225)
H (4.551, 4.281, 1.022)
H (5.481, 3.169, 2.400)
H (6.806, 2.035, 4.024)
H (6.728, 0.283, 3.857)
H (5.862, 1.081, 5.164)
H (4.066, -0.536, 3.866)
H (2.225, -1.453, 3.384)
H (0.827, -2.922, 2.960)
H (0.095, -2.981, 1.362)
H (-1.034, -1.298, 3.644)
H (-1.459, -2.978, 3.386)
H (-3.220, -1.706, 2.467)
H (-2.343, -2.430, 1.124)
H (-3.648, 0.355, 2.381)
H (-3.750, 2.584, 2.977)
C (5.797, -1.085, -1.697)
C (5.009, -2.395, -1.848)
C (3.496, -2.148, -1.949)
C (3.200, -0.844, -2.699)
C (3.745, 0.350, -1.873)
C (4.944, -0.038, -0.994)
P (1.382, -0.676, -2.978)
C (0.800, -2.142, -3.947)
C (0.185, -3.210, -3.028)
C (-0.621, -4.235, -3.840)
C (0.030, -4.532, -5.202)
C (1.530, -4.273, -5.146)
C (1.802, -2.778, -4.940)
C (1.135, 0.735, -4.152)
C (2.045, 0.763, -5.406)
C (3.053, 1.907, -5.357)
C (2.357, 3.272, -5.292)
C (1.077, 3.225, -4.436)
C (1.134, 2.088, -3.418)
H (6.085, -0.701, -2.680)
H (6.726, -1.264, -1.155)
H (5.204, -3.050, -0.997)
H (5.350, -2.932, -2.734)
H (3.055, -2.078, -0.946)
H (3.021, -3.003, -2.430)
H (3.714, -0.874, -3.665)
H (2.956, 0.764, -1.234)
H (4.043, 1.150, -2.553)
H (4.598, -0.433, -0.033)
H (5.530, 0.855, -0.765)
H (-0.035, -1.722, -4.522)
H (-0.468, -2.740, -2.284)
H (0.975, -3.714, -2.467)
H (-1.638, -3.864, -3.989)
H (-0.710, -5.154, -3.258)
H (-0.407, -3.893, -5.976)
H (-0.178, -5.558, -5.501)
H (2.020, -4.606, -6.061)
H (1.973, -4.855, -4.332)
H (1.717, -2.267, -5.901)
H (2.833, -2.640, -4.608)
H (0.103, 0.571, -4.485)
H (1.423, 0.880, -6.297)
H (2.569, -0.184, -5.531)
H (3.703, 1.864, -6.231)
H (3.708, 1.778, -4.491)
H (2.108, 3.608, -6.299)
H (3.051, 4.011, -4.886)
H (0.200, 3.077, -5.074)
H (0.940, 4.189, -3.934)
H (0.275, 2.127, -2.738)
H (2.031, 2.201, -2.804)